1.
Formula: C26H44NO14
Source: the OMol25 dataset
Level of theory: the ωB97M-V functional and the def2-TZVPD basis

Structure (XYZ):
```
85
C26H44NO14 the ωB97M-V functional and the def2-TZVPD basis
O 6.758 -4.647 1.269
O -8.399 -1.984 -2.469
O 6.291 -6.720 0.504
O -3.029 0.517 -3.324
O 0.342 3.621 3.577
O 1.572 1.820 3.990
O -9.285 0.064 -2.122
O -3.655 0.407 3.964
O -1.398 1.663 -4.158
O -1.924 -0.324 -5.104
O 4.147 1.120 3.359
O -3.604 1.147 1.863
O 8.316 -6.278 1.086
O -7.696 -0.834 -0.785
N 3.309 3.717 -0.366
C -0.873 2.737 -0.132
C -2.284 2.366 0.308
C -0.213 3.809 0.778
C 1.985 3.877 -0.303
C 1.989 3.135 1.972
C -8.940 0.347 0.957
C 3.384 2.937 1.881
C 4.917 -6.345 0.404
C 1.226 2.896 3.256
C -0.377 1.850 -5.152
C 4.548 0.191 2.368
C -2.101 0.531 -4.280
C -2.306 1.720 1.680
C -3.599 0.164 2.808
C -9.295 -2.151 -3.572
C 7.093 -5.770 0.983
C -8.540 -0.830 -1.817
C -3.916 -0.610 -3.379
C -7.732 0.338 0.044
C 4.312 2.457 2.985
C 9.199 -5.256 3.125
C 4.002 3.251 0.684
C 9.316 -5.398 1.622
C 3.863 -1.145 2.658
C -0.952 2.284 -6.483
C 1.270 3.599 0.855
H -6.822 0.304 0.642
H 0.217 0.941 -5.248
H 3.793 3.954 -1.222
H -3.575 -0.877 2.467
H 4.803 -5.430 -0.173
H -1.511 0.980 1.793
H 10.268 -5.856 1.363
H 4.412 -7.160 -0.106
H 4.159 3.065 3.875
H 5.630 0.038 2.367
H 4.488 -6.219 1.397
H -8.994 -3.062 -4.079
H -2.692 1.649 -0.401
H -10.317 -2.256 -3.214
H 5.347 2.620 2.675
H 3.590 -1.155 3.708
H -0.260 1.835 -0.130
H -4.551 -0.543 -4.260
H 9.265 -4.431 1.120
H -0.150 2.502 -7.188
H -7.689 1.236 -0.572
H 4.506 -1.987 2.435
H 5.064 3.137 0.553
H -8.895 1.198 1.636
H -0.683 3.852 1.744
H 0.271 2.631 -4.754
H 1.950 2.141 4.822
H -8.979 -0.571 1.544
H -2.949 3.226 0.293
H -2.168 2.495 2.435
H 8.262 -4.775 3.403
H -3.359 -1.544 -3.387
H 4.261 0.510 1.362
H -9.864 0.412 0.384
H -1.565 3.177 -6.360
H -4.533 -0.562 -2.486
H -0.932 3.108 -1.152
H 10.023 -4.656 3.512
H 1.486 4.254 -1.180
H 2.929 -1.188 2.105
H -9.226 -1.312 -4.261
H -1.581 1.505 -6.910
H -0.372 4.779 0.312
H 9.224 -6.236 3.602
```

Summary:
- Energy: -57823.8220 eV
- Energy above the lowest of the compared OMol25 structures with the same formula, charge and spin: 0.00 kJ/mol
- Net charge: +1

2.
Formula: C26H44O4
Source: the OMol25 dataset
Level of theory: the ωB97M-V functional and the def2-TZVPD basis

Structure (XYZ):
```
74
C26H44O4 the ωB97M-V functional and the def2-TZVPD basis
O -4.221 3.437 -3.009
O -2.426 4.666 -2.444
O -1.826 0.653 2.425
O 3.791 -1.842 4.619
C -0.406 0.155 2.157
C -0.253 -1.144 3.247
C -2.493 3.464 -4.663
C -0.276 -0.473 0.730
C -1.707 -0.798 5.113
C -0.925 1.669 -2.432
C 2.994 -2.208 1.146
C -0.164 1.989 -0.276
C -0.255 -0.526 4.572
C -0.958 0.437 -0.301
C -0.293 2.464 -1.531
C -2.961 3.672 -3.300
C 0.499 -0.503 -2.001
C 1.519 -2.021 1.319
C 2.415 -0.433 3.140
C 0.886 -0.826 0.471
C -0.806 3.078 -4.519
C -1.959 -0.911 -2.134
C 0.769 -3.258 1.050
C 3.798 -2.621 2.390
C 3.492 -1.485 3.157
C -1.279 0.685 -4.816
C -0.751 0.265 -1.917
C 0.999 -1.410 -1.053
C 1.287 -1.690 2.931
C -0.638 1.757 -3.859
H -2.071 1.797 -2.482
H -2.325 -0.030 4.494
H -1.892 -1.532 -1.318
H 0.270 0.967 2.288
H 2.251 0.050 4.022
H -1.763 -1.470 -3.072
H -0.720 2.678 0.665
H -2.467 0.380 -4.723
H 2.456 0.134 2.291
H -3.011 2.826 -5.126
H 0.265 -2.445 -1.142
H 0.682 2.717 -2.015
H 0.398 -1.216 5.281
H 0.788 -3.852 0.234
H 0.535 -0.834 -3.025
H 1.356 -2.373 3.530
H -2.288 -0.229 2.222
H -4.386 3.725 -2.253
H -1.267 -1.321 0.589
H 3.745 -1.139 5.293
H -0.754 -1.876 3.041
H -0.638 3.534 -1.641
H -0.415 -3.476 1.225
H 0.946 -4.094 1.914
H -0.307 2.996 -5.503
H 1.659 -0.208 0.315
H -0.512 3.951 -3.878
H 4.568 -0.781 2.957
H -1.019 1.116 -5.924
H 0.616 1.595 -4.083
H 3.368 -3.493 3.019
H 1.169 0.444 -1.906
H 0.032 0.664 4.797
H -0.713 -0.399 -4.935
H 3.088 -3.231 0.259
H 4.864 -2.800 1.989
H -2.507 4.433 -5.294
H -2.855 -0.383 -2.192
H -1.371 -0.494 6.082
H 1.955 -1.877 -1.397
H -2.045 -1.702 4.934
H -1.697 0.943 -0.152
H 0.999 1.764 -0.046
H 3.162 -1.706 0.450
```

Summary:
- Energy: -35842.6914 eV
- Energy above the lowest of the compared OMol25 structures with the same formula, charge and spin: 2489.35 kJ/mol

3.
Formula: C26H45AgAsF6NO17
Source: the OMol25 dataset
Level of theory: the ωB97M-V functional and the def2-TZVPD basis

Structure (XYZ):
```
97
C26H45AgAsF6NO17 the ωB97M-V functional and the def2-TZVPD basis
Ag 21.251 2.413 5.488
As 22.357 5.322 3.901
F 22.874 4.153 5.183
F 20.662 4.822 4.447
F 21.911 6.356 2.549
F 24.133 5.539 3.565
F 22.295 6.633 5.076
F 22.369 3.952 2.720
O 20.037 0.325 1.725
O 19.090 -2.968 5.458
O 23.352 1.392 5.916
O 25.089 0.041 5.089
O 19.954 1.261 3.773
O 20.900 2.635 7.958
O 19.278 2.363 -1.015
O 18.656 2.907 6.326
O 20.996 2.301 10.218
O 21.530 4.211 9.418
O 17.083 1.816 7.256
O 17.246 3.348 -0.896
O 19.883 -3.474 7.447
O 18.818 4.396 0.198
O 20.270 -1.376 6.647
O 18.327 1.629 2.220
O 24.587 0.130 7.244
N 17.912 2.754 7.239
C 18.498 -2.138 4.436
C 21.432 -0.060 1.825
C 24.768 0.071 3.728
C 17.563 5.658 10.321
C 18.130 5.104 8.053
C 16.509 2.184 -1.224
C 18.527 3.299 -0.613
C 24.087 -0.189 9.692
C 17.782 3.767 8.319
C 21.143 3.034 9.093
C 17.759 2.678 3.009
C 19.434 -2.849 9.770
C 20.498 -3.306 8.751
C 16.291 2.840 2.695
C 20.518 0.977 10.129
C 19.407 0.918 11.181
C 20.134 4.597 0.685
C 19.801 -2.495 6.534
C 24.015 0.796 8.425
C 19.474 1.065 2.674
C 17.212 3.377 9.505
C 17.042 4.397 10.516
C 15.153 2.700 -1.836
C 24.264 0.573 6.035
C 18.001 6.031 9.080
C 21.648 5.262 8.452
H 14.490 3.190 -1.124
H 15.772 3.489 3.401
H 17.666 -2.694 4.004
H 17.322 6.383 11.084
H 23.418 -1.014 9.447
H 20.883 4.392 -0.081
H 20.730 5.333 7.869
H 18.404 7.027 8.967
H 17.768 2.361 4.052
H 18.669 1.720 11.211
H 25.417 -0.613 3.182
H 24.628 1.673 8.632
H 21.861 -0.012 0.824
H 23.549 0.171 10.569
H 19.231 -1.952 3.651
H 25.089 -0.530 9.953
H 18.815 -1.987 9.519
H 20.829 -4.320 8.979
H 21.298 0.245 10.339
H 18.424 3.515 2.795
H 23.749 -0.295 3.599
H 14.543 1.867 -2.185
H 18.518 5.436 7.101
H 20.099 0.841 9.132
H 21.366 -2.649 8.790
H 18.865 -0.027 11.152
H 20.237 5.629 1.022
H 16.416 4.174 11.367
H 21.893 0.734 2.414
H 22.370 5.044 7.666
H 22.028 6.193 8.872
H 15.799 1.890 2.486
H 18.179 -1.222 4.933
H 19.910 0.926 12.149
H 16.866 2.386 9.762
H 16.300 3.446 1.790
H 18.807 -3.599 10.251
H 20.083 -2.566 10.599
H 24.843 1.080 3.323
H 16.295 1.511 -0.394
H 20.285 3.882 1.493
H 16.947 1.597 -2.031
H 22.981 1.097 8.260
H 15.235 3.449 -2.624
H 21.702 -0.898 2.468
```

Summary:
- Energy: -145131.2601 eV
- Energy above the lowest of the compared OMol25 structures with the same formula, charge and spin: 0.00 kJ/mol

4.
Formula: C26H45BrFINO4S2
Source: the OMol25 dataset
Level of theory: the ωB97M-V functional and the def2-TZVPD basis

Structure (XYZ):
```
81
C26H45BrFINO4S2 the ωB97M-V functional and the def2-TZVPD basis
I 0.208 3.956 -3.801
Br 0.744 1.083 -6.410
S -1.387 2.124 2.261
S -3.082 1.210 -1.780
F -1.817 -1.240 1.435
O 2.308 -0.946 3.999
O 0.730 -5.087 3.883
O 3.201 -2.143 2.320
O -0.125 -6.791 5.066
N -0.963 1.076 -0.515
C 4.385 -2.947 2.127
C 0.134 -0.259 -5.139
C -1.826 -1.824 0.175
C -1.106 3.916 2.110
C -1.483 -4.813 4.644
C -1.496 1.535 -2.778
C -0.197 4.368 0.952
C -2.681 3.836 -2.977
C 4.502 -1.946 4.271
C -0.697 -0.870 -1.910
C 3.216 -1.589 3.557
C -1.387 3.069 -2.620
C 0.314 -3.761 3.508
C -1.921 1.107 -4.216
C 3.333 1.051 -1.416
C -2.691 1.765 1.044
C -1.205 -3.798 3.537
C -0.533 0.671 -1.906
C 0.930 1.193 -1.971
C -3.411 4.428 -1.763
C -0.259 -5.710 4.579
C 5.401 -2.406 3.124
C 1.975 0.348 -1.264
C -1.346 -0.168 -4.842
C -0.507 -1.573 -0.562
C -2.180 1.366 -0.277
H 2.059 -0.637 -1.711
H 4.900 -1.084 4.798
H -2.078 4.385 2.043
H 0.904 2.145 -1.451
H 4.713 -2.851 1.095
H 4.127 -3.989 2.321
H 0.298 -1.188 -5.662
H 0.503 5.101 1.325
H -2.017 -2.887 0.259
H -1.839 -0.282 -5.800
H -1.645 -1.168 -2.329
H -3.318 0.972 1.435
H -3.296 2.658 0.929
H 0.043 -1.268 -2.595
H 1.216 1.427 -2.985
H -1.616 -1.056 -4.287
H -2.994 0.958 -4.209
H 0.214 -1.104 0.091
H -1.517 -4.346 5.629
H -1.652 -2.820 3.702
H 3.442 1.496 -2.396
H 0.383 3.526 0.600
H -2.779 4.393 -0.881
H -2.406 4.682 -3.586
H -1.764 1.922 -4.911
H 1.801 0.290 -0.198
H -0.629 4.194 3.036
H 4.159 0.399 -1.170
H -4.321 3.892 -1.525
H 4.294 -2.752 4.977
H -1.582 -4.185 2.587
H 0.709 -3.529 2.521
H -2.652 -1.425 -0.408
H -3.632 5.472 -1.931
H -0.290 1.130 0.254
H -2.389 -5.387 4.475
H -3.364 3.259 -3.586
H -0.774 4.797 0.150
H 0.774 -0.288 -4.270
H -1.117 3.328 -1.616
H 5.919 -1.547 2.696
H -0.103 -2.554 -0.781
H 6.150 -3.140 3.411
H 0.724 -3.049 4.225
H 3.360 1.878 -0.713
```

Summary:
- Energy: -139897.3969 eV
- Net charge: +1